No. 1
Formula: C25H30N3O2
Source: the OMol25 dataset
Level of theory: ωB97M-V/def2-TZVPD

The geometry in XYZ format:
```
60
Properties=species:S:1:pos:R:3:nbo_charge:R:1
H 1.708 -3.335 -1.800 0.22
H 5.078 5.297 -0.712 0.22
H 4.754 -2.602 1.081 0.22
H 4.196 -4.516 2.256 0.22
C 3.695 1.121 -0.263 -0.27
C 1.035 1.820 -0.475 -0.15
H 0.031 2.190 -0.660 0.23
H 3.299 -5.316 0.894 0.22
H 3.495 4.997 -1.577 0.19
H 3.485 -3.286 -2.064 0.23
H 0.105 -4.355 2.307 0.22
H -3.079 2.266 1.316 0.24
H -4.229 -1.367 -0.670 0.24
N 1.013 -1.872 0.915 -0.63
H 3.547 5.197 0.260 0.19
O -5.164 0.836 0.247 -0.50
N 2.986 -2.927 -0.107 -0.49
H -8.652 2.696 -1.865 0.22
C -5.702 1.971 -0.344 0.30
C -2.096 -1.087 -0.404 -0.15
C 3.199 -4.830 1.869 -0.41
C 2.693 0.172 -0.191 -0.12
C 2.012 2.828 -0.571 -0.31
C -7.033 1.827 -0.765 -0.26
H 0.495 -1.476 -1.072 0.23
O 4.434 3.391 -0.460 -0.49
H 2.874 -5.619 2.573 0.23
C -3.432 -0.723 -0.294 -0.25
H -7.353 4.759 -2.493 0.23
C -3.798 0.502 0.272 0.35
H 0.800 -3.042 3.374 0.21
H 4.753 0.863 -0.151 0.23
C 0.382 -0.731 -0.254 0.05
C -1.047 -0.271 0.020 -0.16
H 4.753 -4.138 0.098 0.21
H -7.534 0.880 -0.532 0.23
C 2.653 -2.813 -1.535 -0.42
N 2.175 -3.752 1.903 -0.40
H -1.858 -2.110 -0.720 0.21
H 5.004 -2.596 -0.660 0.23
H 1.765 3.887 -0.778 0.23
C 4.453 -3.094 0.145 -0.41
C -5.013 3.172 -0.531 -0.30
C 1.325 0.449 -0.265 -0.17
H -5.066 5.094 -1.493 0.22
C -1.451 0.920 0.686 -0.11
H 0.624 -1.711 1.812 0.41
H -0.735 1.542 1.253 0.23
C -2.804 1.330 0.793 -0.30
C -7.631 2.841 -1.510 -0.18
C -5.637 4.180 -1.305 -0.18
H 2.614 -1.749 -1.848 0.21
C 4.086 4.816 -0.642 -0.27
C 3.379 2.491 -0.433 0.34
H 1.348 -4.700 3.598 0.23
H 2.961 -0.856 -0.052 0.19
C -6.924 4.006 -1.828 -0.23
C 1.039 -3.980 2.823 -0.42
H -4.025 3.327 -0.086 0.22
C 2.017 -2.811 0.913 0.71
```

Output
structure (SMILES) = COc1ccc([C@@H](NC(N(C)C)=[N+](C)C)c2ccc(Oc3ccccc3)cc2)cc1
gap between HOMO and LUMO = 8.1 eV
energy relative to the best compared isomer or geometry (same formula, charge and spin) = 88.19 kcal per mole
net charge = +1
total energy = -34968.0975 eV
LUMO = -2.4 eV


No. 2
Formula: C3H7N3O
Source: the OMol25 dataset
Level of theory: ωB97M-V/def2-TZVPD

The geometry in XYZ format:
```
14
Properties=species:S:1:pos:R:3:nbo_charge:R:1
C -0.241 -0.322 -0.220 0.67
H -2.546 0.876 0.925 0.33
N -2.464 0.307 0.039 -0.66
H 1.578 1.657 1.100 0.22
N -1.534 -0.634 0.163 -0.45
H -2.214 1.199 -0.618 0.38
C 2.083 -0.373 0.225 -0.10
H 2.841 -0.786 -0.733 0.22
C 1.519 1.127 0.093 -0.29
H 1.952 1.406 -0.793 0.21
N 0.000 1.013 -0.239 -0.62
H -2.109 -1.555 0.202 0.41
O 0.747 -1.156 -0.214 -0.53
H 2.334 -0.942 1.297 0.22
```

Output
structure (SMILES) = NNC1=NCCO1
gap between HOMO and LUMO = 9.1 eV
energy relative to the best compared isomer or geometry (same formula, charge and spin) = 118.64 kcal per mole
total energy = -9737.8885 eV
LUMO = 0.9 eV


No. 3
Formula: C48H33ClO11S
Source: the OMol25 dataset
Level of theory: ωB97M-V/def2-TZVPD

The geometry in XYZ format:
```
94
Properties=species:S:1:pos:R:3:lowdin_charge:R:1
H 0.805 7.142 -5.085 0.11
C 5.228 2.857 -5.899 -0.09
C 5.290 3.753 -6.966 -0.08
Cl -2.537 1.951 -4.064 0.67
C 6.165 1.828 -5.800 0.00
C 3.222 4.119 -4.955 -0.08
O -1.285 -7.145 4.174 0.10
H -0.462 1.047 9.270 0.12
O -0.664 2.884 -2.558 -0.05
C -3.027 1.724 2.852 -0.04
C -1.893 2.569 4.809 -0.09
C -1.433 -5.611 2.403 -0.09
O 4.373 5.650 -8.001 0.10
H -1.750 -3.970 -0.560 0.12
C -1.473 -6.972 2.981 -0.28
C -1.077 -3.241 2.685 -0.04
H -0.224 1.286 -3.768 0.13
O 4.089 2.176 -3.961 0.09
H -1.222 -2.052 0.899 0.06
C -1.287 -3.046 1.321 -0.06
C 1.476 6.290 -5.053 -0.05
H -4.742 0.251 -2.772 0.08
C -0.738 3.469 6.898 -0.08
H -0.077 5.508 7.141 0.12
C 2.240 4.271 -3.976 0.00
H -1.485 -9.583 3.658 0.12
C -1.150 -4.520 3.227 0.01
H -3.538 -1.008 -3.404 0.08
H 0.607 5.473 -3.261 0.11
C 7.203 2.574 -7.846 -0.06
C -2.441 2.781 3.543 0.01
C -1.663 -5.414 1.041 -0.08
H -0.411 -1.572 -2.163 0.13
H -0.014 -0.842 -0.475 0.12
C 0.292 4.335 8.901 -0.06
O -0.771 1.484 -0.746 -0.03
C 3.314 5.043 -5.997 -0.08
H -2.492 -11.150 -0.205 0.11
H 2.098 -0.992 -1.705 0.10
H -2.552 -0.755 5.121 0.12
C -2.014 -7.922 0.737 -0.08
C 6.274 3.604 -7.945 0.00
H 2.519 6.862 -6.841 0.12
H 1.666 0.855 -1.582 0.09
C -1.405 1.068 6.743 -0.28
C -1.260 3.695 5.531 -0.28
C -1.944 1.299 5.385 -0.09
C -1.737 -8.124 2.090 -0.08
H 2.154 3.548 -3.170 0.11
H 6.321 4.292 -8.783 0.12
C -0.832 2.210 7.491 -0.08
C -2.296 -9.014 -0.086 0.00
H -0.853 -2.394 3.327 0.10
C -1.049 2.830 -1.179 -0.38
C -1.207 0.544 -1.797 -0.39
C 7.153 1.690 -6.770 -0.06
O -2.651 -1.104 -0.187 -0.38
H -1.951 -11.512 2.188 0.11
H 7.970 2.462 -8.606 0.11
C -0.379 2.021 8.798 0.00
H 1.382 -0.121 -3.210 0.08
H 0.521 2.936 10.521 0.11
C 4.328 4.874 -7.062 -0.28
C -1.072 1.551 -3.037 -0.52
C -0.165 4.529 7.602 0.00
H 7.885 0.892 -6.688 0.11
C -2.519 0.238 4.683 0.00
C -1.994 -6.558 0.162 -0.28
O -2.240 -6.381 -1.020 0.09
C 4.172 2.987 -4.870 -0.28
H -3.510 -0.373 2.876 0.11
O -3.605 1.128 -0.384 -0.33
H -3.456 1.892 1.869 0.09
C -2.277 -10.302 0.438 -0.06
C -1.584 -4.129 0.501 0.01
O -1.174 4.795 5.011 0.10
C -1.713 -9.418 2.610 0.00
C 2.443 6.132 -6.041 0.01
C -0.095 -0.625 -1.608 -0.15
C -1.977 -10.505 1.783 -0.06
H -2.525 -8.863 -1.136 0.12
C -4.042 -0.616 -2.458 -0.17
H -2.416 3.768 3.093 0.12
C 0.176 3.083 9.503 -0.06
C 1.368 5.355 -4.026 -0.05
O -1.436 -0.045 7.242 0.10
S -2.891 0.047 -1.169 0.78
O -1.563 3.682 -0.437 0.16
H 6.131 1.134 -4.966 0.12
H -4.711 -1.388 -1.930 0.10
C 1.392 -0.145 -2.055 -0.08
H -0.980 -4.666 4.289 0.12
H 0.733 5.161 9.449 0.11
C -3.059 0.452 3.419 -0.05
```

Output
structure (SMILES) = CC[C@@]1(S(C)(=O)=O)OC(=O)O[C@@H]1Cl.O=C1c2ccccc2C(=O)c2ccccc21.O=C1c2ccccc2C(=O)c2ccccc21.O=C1c2ccccc2C(=O)c2ccccc21
gap between HOMO and LUMO = 8.2 eV
total energy = -96189.9626 eV
LUMO = -1.2 eV


No. 4
Formula: C34H23BBr2F2KN5O2
Source: the OMol25 dataset
Level of theory: ωB97M-V/def2-TZVPD

The geometry in XYZ format:
```
70
Properties=species:S:1:pos:R:3:nbo_charge:R:1
H 1.528 2.407 0.295 0.21
O -5.024 2.115 2.191 -0.65
C 1.197 3.993 -2.346 -0.24
C -2.151 -4.488 -1.329 -0.27
H 1.247 5.712 3.003 0.20
C 4.231 -0.188 2.030 -0.23
H -1.016 4.823 3.670 0.24
N -0.808 -2.034 -1.806 -0.68
C 2.358 3.302 -2.186 -0.19
C -0.951 -4.269 -0.769 -0.20
O -2.802 3.266 3.703 -0.66
H 5.372 -3.240 1.094 0.20
C 3.687 -0.107 -1.886 -0.22
C -3.718 -2.188 1.027 0.05
C 2.378 1.884 -2.183 -0.09
C 1.189 1.104 -2.403 -0.01
H -0.429 -5.053 -0.229 0.19
H -2.888 -2.831 0.750 0.22
C -2.292 2.693 2.741 0.62
N -2.750 1.647 2.030 -0.72
C 0.000 1.902 -2.521 -0.06
C 0.000 3.271 -2.492 -0.27
H 3.298 3.821 -2.031 0.20
C -5.016 -2.678 1.035 -0.27
C 2.941 -0.288 1.572 -0.28
C 5.109 -1.261 1.863 -0.19
H -2.618 -5.466 -1.275 0.19
C 0.997 2.981 1.047 0.04
H 2.639 -1.940 -2.180 0.22
C 3.614 1.251 -1.923 -0.22
H 4.481 1.872 -1.726 0.19
C 0.636 -2.672 0.117 -0.06
H -3.798 -3.497 -2.436 0.20
H 2.256 0.542 1.705 0.21
C -6.041 -1.808 1.374 -0.19
Br -1.760 1.181 -2.626 0.06
C 3.380 -2.521 0.770 -0.36
B 0.209 -1.503 -2.912 1.07
C -0.401 4.340 2.925 -0.24
H 2.541 4.453 1.261 0.21
Br 6.909 -1.125 2.501 -0.06
C 1.298 -0.333 -2.457 -0.30
H 3.085 -3.412 0.231 0.21
N -0.201 2.521 1.401 -0.44
C 2.441 -1.457 0.917 0.29
H -2.475 -1.516 -2.929 0.20
H 4.562 0.720 2.519 0.20
C -0.897 3.186 2.322 0.14
C 4.682 -2.416 1.238 -0.22
H -6.481 0.240 1.948 0.24
H -7.070 -2.149 1.388 0.20
C -2.798 -3.402 -2.035 -0.40
N 1.187 -1.458 0.454 -0.71
H -5.203 -3.709 0.766 0.21
C -4.403 -0.091 1.657 0.13
C -0.322 -2.954 -0.803 0.03
N -3.418 -0.929 1.335 -0.44
F -0.530 -1.062 -4.038 -0.56
H 1.177 5.075 -2.326 0.20
H -0.942 3.796 -2.559 0.22
H 0.944 -3.532 0.724 0.15
C -2.081 -2.283 -2.276 0.09
F 0.960 -2.635 -3.326 -0.56
C -5.733 -0.495 1.685 -0.24
C -4.069 1.363 2.017 0.63
K -1.008 0.063 0.372 0.90
C 0.841 4.814 2.551 -0.19
C 2.542 -0.863 -2.181 -0.10
C 1.563 4.125 1.588 -0.26
H 4.612 -0.611 -1.629 0.21
```

Output
gap between HOMO and LUMO = 4.5 eV
energy relative to the best compared isomer or geometry (same formula, charge and spin) = 0.00 kcal per mole
net charge = -2
total energy = -209705.7138 eV
LUMO = 4.0 eV


No. 5
Formula: C5H15NO
Source: the OMol25 dataset
Level of theory: ωB97M-V/def2-TZVPD

The geometry in XYZ format:
```
22
Properties=species:S:1:pos:R:3:nbo_charge:R:1
H -1.053 1.976 -0.946 0.35
H -1.005 -3.035 4.049 0.47
O -0.309 -3.609 4.380 -0.94
H -0.788 2.067 -3.727 0.19
H -0.588 -4.497 4.141 0.47
C 0.558 1.292 1.077 -0.63
H 1.766 0.775 -0.670 0.20
H -2.167 2.295 -2.680 0.19
C -1.324 1.635 -2.875 -0.41
H 1.054 0.918 1.974 0.21
H 0.349 -0.335 -1.982 0.19
H 0.821 2.333 0.957 0.23
C -0.092 0.261 -1.183 -0.20
C 0.974 0.319 -0.062 -0.21
C 1.289 -1.098 0.399 -0.61
H -0.919 -0.347 -0.760 0.14
H 2.005 -0.882 1.198 0.21
H 0.428 -1.556 0.891 0.20
H 1.701 -1.728 -0.382 0.22
H -0.487 0.980 1.123 0.20
N -0.496 1.555 -1.677 -0.63
H -1.717 0.681 -3.244 0.18
```

Output
structure (SMILES) = CNCC(C)C.O
gap between HOMO and LUMO = 9.5 eV
energy relative to the best compared isomer or geometry (same formula, charge and spin) = 31.79 kcal per mole
total energy = -8964.9801 eV
LUMO = 0.8 eV


No. 6
Formula: C22H30N2O4
Source: the OMol25 dataset
Level of theory: ωB97M-V/def2-TZVPD

The geometry in XYZ format:
```
58
Properties=species:S:1:pos:R:3:nbo_charge:R:1
H 3.856 3.798 -2.672 0.20
N 3.242 1.995 -1.872 -0.44
H -2.934 0.937 5.657 0.24
O -1.997 -2.667 2.709 -0.58
C -2.560 -2.362 -1.606 -0.42
C 2.931 3.215 -2.589 -0.20
C -0.058 0.981 -0.608 -0.11
H 2.591 2.978 -3.615 0.17
C -3.861 0.814 2.319 -0.67
C 0.930 1.760 -1.188 -0.10
C -3.586 1.146 4.803 -0.63
H -4.557 0.673 4.964 0.22
H -2.323 -4.986 -0.583 0.17
C 1.853 4.011 -1.874 -0.40
O -1.687 1.257 3.367 -0.52
H -0.175 -2.832 -2.226 0.21
C 2.250 1.235 -1.320 0.25
C -2.285 -4.097 0.064 -0.42
O 0.264 1.237 2.297 -0.55
H 1.592 4.883 -2.478 0.21
H -0.726 -4.497 -1.855 0.18
H 4.119 -1.176 0.019 0.22
C -1.241 -0.581 1.837 -0.37
H -3.725 2.225 4.706 0.22
H -1.156 -2.075 0.293 0.30
C -0.784 -1.047 0.661 -0.04
C 4.975 0.427 -1.143 -0.40
N -1.605 -2.997 -0.669 -0.44
H 0.408 -3.656 -0.751 0.21
H -0.001 3.115 -2.531 0.21
C -0.806 0.702 2.471 0.77
C 0.614 3.156 -1.620 -0.42
C -2.018 -1.455 2.756 0.78
H -2.059 -1.560 -2.161 0.21
H -1.070 1.384 -0.499 0.19
H 5.913 -0.037 -1.456 0.21
C 1.502 -0.845 -0.315 -0.13
C -0.446 -3.526 -1.424 -0.42
C -2.960 0.594 3.520 0.53
H -3.298 -3.774 0.325 0.21
C 3.910 -0.642 -0.917 -0.42
C 0.211 -0.315 -0.116 -0.15
H -2.926 -3.130 -2.307 0.18
H -3.402 -1.947 -1.040 0.20
H 2.240 4.376 -0.916 0.21
C 4.523 1.411 -2.207 -0.20
H -4.822 0.322 2.511 0.23
H 4.459 0.892 -3.180 0.17
H 5.159 0.954 -0.199 0.21
H -0.005 3.636 -0.851 0.22
H 5.246 2.229 -2.314 0.20
H 3.957 -1.392 -1.722 0.21
H -3.424 0.421 1.392 0.23
C 2.527 -0.082 -0.853 -0.10
O -2.718 -0.821 3.747 -0.52
H 1.713 -1.850 0.068 0.20
H -4.038 1.890 2.207 0.23
H -1.732 -4.306 0.985 0.24
```

Output
structure (SMILES) = CC1(C)OC(=O)C(=Cc2cc3c4c(c2)CCCN4CCC3)C(=O)O1.CN(C)C
gap between HOMO and LUMO = 7.4 eV
energy relative to the best compared isomer or geometry (same formula, charge and spin) = 64.87 kcal per mole
total energy = -34470.3616 eV
LUMO = 0.5 eV


No. 7
Formula: C2H11O3S
Source: the OMol25 dataset
Level of theory: ωB97M-V/def2-TZVPD

The geometry in XYZ format:
```
17
Properties=species:S:1:pos:R:3:nbo_charge:R:1
H -1.342 0.457 3.087 0.18
O 1.103 3.064 -0.103 -0.97
H -1.982 -0.301 -0.899 0.50
H 0.618 2.344 -0.550 0.50
C -1.120 0.726 2.050 -0.62
H 1.796 3.293 -0.750 0.45
O -2.670 -0.242 -1.600 -1.01
H 0.888 -0.076 1.945 0.18
O 2.337 -2.700 -0.793 -0.98
H -0.394 -1.221 1.788 0.17
H -2.111 0.664 1.573 0.20
H -2.372 -0.664 -2.387 0.46
H 1.892 -3.299 -0.190 0.45
H 1.916 -1.879 -0.456 0.50
S 0.183 -0.309 -0.335 -0.69
C -0.089 -0.227 1.467 -0.52
H -0.893 1.780 1.869 0.21
```

Output
gap between HOMO and LUMO = 7.2 eV
energy relative to the best compared isomer or geometry (same formula, charge and spin) = 14.10 kcal per mole
net charge = -1
total energy = -19231.6853 eV
LUMO = 3.9 eV


No. 8
Formula: C3H11N4O
Source: the OMol25 dataset
Level of theory: ωB97M-V/def2-TZVPD

The geometry in XYZ format:
```
19
Properties=species:S:1:pos:R:3:nbo_charge:R:1
H 0.973 -0.829 -1.551 0.27
H 1.022 2.176 2.151 0.41
C -0.154 0.506 0.323 0.14
O 0.789 2.380 -0.192 -0.33
H -1.769 0.266 -1.693 0.24
H 2.662 1.811 1.538 0.43
N 0.521 1.202 -0.534 -0.08
H -0.888 -1.476 0.702 0.47
N -0.648 -0.818 -0.153 -0.39
H -0.221 -2.016 -1.913 0.24
N 1.706 1.579 1.786 -0.48
H 1.791 -0.346 1.181 0.37
C 0.257 -1.547 -1.102 -0.46
N 1.130 0.359 1.671 -0.34
H -2.621 0.021 -0.322 0.23
H 0.906 -2.389 -0.586 0.24
H -1.041 0.830 0.993 0.21
H -2.488 -1.269 -1.325 0.24
C -1.925 -0.442 -0.973 -0.40
```

Output
gap between HOMO and LUMO (alpha / beta) = 8.6 / 8.6 eV
energy relative to the best compared isomer or geometry (same formula, charge and spin) = 194.34 kcal per mole
net charge = +1
total energy = -11284.5767 eV
LUMO (alpha / beta) = -4.2 / -4.2 eV


No. 9
Formula: C22H50BrNO5P
Source: the OMol25 dataset
Level of theory: ωB97M-V/def2-TZVPD

The geometry in XYZ format:
```
80
Properties=species:S:1:pos:R:3:lowdin_charge:R:1
H -3.892 -0.448 -5.026 0.06
P 0.318 0.143 3.484 0.49
H -6.219 -1.431 -2.211 0.08
H -1.668 7.871 4.505 0.06
H -0.524 -0.732 -0.994 0.06
H 0.142 -3.378 0.284 0.10
H -0.406 7.201 2.387 0.10
N 1.809 -1.235 0.745 -0.03
H -5.246 -2.914 -2.045 0.08
H 1.020 -4.777 1.190 0.10
H -3.530 0.581 4.812 0.07
O 6.937 -2.577 -4.845 -0.17
H -4.182 -0.147 -2.871 0.10
Br 0.089 1.357 5.446 0.08
H -4.049 7.490 1.591 0.07
C 0.443 -0.863 -1.643 -0.04
O 3.009 -0.998 -1.422 -0.09
H -3.555 5.273 2.575 0.11
H -3.235 6.533 3.749 0.10
H -2.829 -1.293 -6.158 0.07
H -2.251 -2.404 1.827 0.10
C -2.814 -2.138 -4.171 -0.28
C -0.542 6.513 3.228 -0.27
C -2.470 1.764 3.034 -0.32
C -2.894 6.117 2.796 -0.28
H -3.565 -2.903 -4.397 0.10
C -3.345 1.677 4.446 -0.18
H -0.848 6.570 5.367 0.08
H -2.147 -0.221 -4.913 0.08
H -2.781 2.358 5.245 0.04
H 0.386 5.934 3.306 0.12
H 0.480 0.096 -2.353 0.10
H 0.261 -1.802 -2.333 0.09
O -1.580 5.580 2.936 -0.16
C 6.762 -4.977 -4.316 -0.09
H 2.491 -0.562 1.158 0.11
H -1.837 -2.612 -4.315 0.12
H -5.503 -2.195 -3.634 0.06
H 7.320 -5.813 -3.881 0.07
C 5.792 -1.812 -2.804 -0.08
C -4.087 -1.118 -2.378 -0.27
H 2.726 -2.693 2.190 0.12
O -2.889 -1.768 -2.796 -0.17
H 0.085 7.940 4.721 0.07
C -0.249 -3.254 2.522 -0.22
H -2.713 6.695 0.720 0.08
H -3.294 -0.212 2.049 0.10
C -3.015 7.138 1.677 -0.09
O 1.625 -0.949 3.860 -0.49
C 7.586 -3.700 -4.254 -0.28
H 5.342 -1.319 -4.838 0.12
H 0.268 -3.151 3.564 0.09
H 6.509 -0.995 -2.668 0.08
C 0.767 -3.618 1.273 -0.20
H -3.974 -0.911 -1.309 0.12
C -5.335 -1.962 -2.581 -0.08
C -0.757 7.269 4.528 -0.09
C -2.279 0.333 2.271 -0.32
H 4.817 -1.488 -2.426 0.04
H 5.823 -4.883 -3.768 0.07
H -3.141 2.440 2.313 0.09
H 2.827 -3.118 0.357 0.11
H 8.514 -3.856 -4.812 0.11
H -0.798 -1.519 1.018 0.05
H -4.416 2.157 4.248 0.06
H 1.535 -1.119 4.864 0.04
C 1.828 -1.056 -0.754 -0.27
H 4.944 -2.977 -4.427 0.10
H -0.980 -4.194 2.616 0.10
C -1.322 -0.760 3.102 -0.50
H -1.675 0.541 1.264 0.08
C -2.930 -0.958 -5.121 -0.08
H 6.512 -5.221 -5.355 0.08
C 5.690 -2.190 -4.272 -0.27
H 6.129 -2.648 -2.188 0.07
H -2.380 8.009 1.848 0.06
H -1.466 2.391 3.170 0.06
C 2.100 -2.652 1.183 -0.22
H 7.880 -3.470 -3.226 0.10
C -1.153 -1.987 2.036 -0.32
```

Output
gap between HOMO and LUMO = 4.7 eV
net charge = -1
total energy = -114677.4152 eV
LUMO = 2.5 eV


Question: What is the total energy in the first record?
Answer: -34968.0975 eV